*A*
{
  "formula": "C5H13N2O",
  "method": "ωB97M-V with the def2-TZVPD basis set",
  "symbols": ["N", "C", "C", "C", "N", "C", "C", "O", "H", "H", "H", "H", "H", "H", "H", "H", "H", "H", "H", "H", "H"],
  "positions_angstrom": [[0.3693, -1.0592, -0.9710], [1.2452, -0.1374, -0.0956], [2.3431, 0.4420, -1.0060], [0.2568, 0.8433, 0.4129], [-0.5343, 0.1436, 1.3925], [-1.9663, 0.3522, 1.2747], [-2.3996, -0.6034, 0.1499], [-1.5422, -0.9365, -0.7645], [-0.6765, -1.0482, -0.6187], [0.6287, -2.0399, -1.0506], [0.4053, -0.6710, -1.9106], [1.6843, -0.7530, 0.6820], [2.0752, 1.0866, -1.8472], [2.9079, -0.3924, -1.4310], [3.0268, 1.0346, -0.3803], [-0.3672, 1.2276, -0.3905], [0.6630, 1.7907, 0.8477], [-0.1514, 0.2508, 2.3185], [-2.4136, 0.1968, 2.2636], [-2.1891, 1.3713, 0.9185], [-3.3655, -1.0985, 0.2058]],
  "homo_energy_ev": [-5.328, -8.334],
  "e_lumo_ev": [0.916, 0.908],
  "multiplicity": 2
}



*B*
{
  "formula": "C5H13N2O",
  "method": "ωB97M-V with the def2-TZVPD basis set",
  "symbols": ["C", "O", "C", "C", "C", "C", "N", "N", "H", "H", "H", "H", "H", "H", "H", "H", "H", "H", "H", "H", "H"],
  "positions_angstrom": [[-1.3564, 0.4197, 1.5072], [-1.7835, 0.3455, 2.8809], [-1.0036, -1.0013, 1.0701], [-0.5128, -0.9900, -0.3818], [0.9128, -0.3860, -0.5389], [0.9560, 0.9030, -0.8333], [3.5521, 1.7500, -2.8440], [-2.2152, -1.7705, 1.1798], [-0.5007, 1.0935, 1.5045], [-2.1257, 0.7948, 0.8369], [-2.5561, 0.9065, 3.0074], [-0.1821, -1.3044, 1.7324], [-1.1054, -0.3053, -0.9901], [-0.5464, -1.9729, -0.8459], [1.7351, -0.9972, -0.1731], [1.6030, 1.3527, -1.5777], [3.6140, 1.7157, -1.8393], [2.8666, 1.1598, -3.2873], [3.4809, 2.6837, -3.1984], [-2.2005, -2.6516, 0.6996], [-2.6322, -1.7457, 2.0912]],
  "homo_energy_ev": [-8.461, -9.011],
  "e_lumo_ev": [1.014, -0.110],
  "multiplicity": 2
}



Going by the energies, *B* is most stable and the next is 182.4 kJ/mol up.



*A*
{
  "formula": "C9H11FO",
  "method": "ωB97M-V with the def2-TZVPD basis set",
  "symbols": ["C", "C", "C", "C", "C", "C", "C", "C", "C", "O", "F", "H", "H", "H", "H", "H", "H", "H", "H", "H", "H", "H"],
  "positions_angstrom": [[2.7118, 1.5590, 0.5134], [2.6861, 0.2873, -0.0341], [1.5428, 2.1285, 0.9907], [1.4963, -0.4148, -0.1109], [0.3533, 1.4289, 0.9187], [0.3175, 0.1528, 0.3624], [-1.6286, -0.7733, 1.5106], [-1.0428, -0.5847, -2.0163], [-0.9624, -0.5810, 0.3739], [-1.5238, -1.0806, -0.7840], [-3.9514, -2.4875, -0.4780], [3.6419, 2.1103, 0.5710], [3.5991, -0.1622, -0.3964], [1.5591, 3.1186, 1.4223], [1.4863, -1.4181, -0.5130], [-0.5621, 1.8653, 1.2915], [-3.1293, -2.0211, -0.5695], [-1.2273, -0.4470, 2.4507], [-2.5688, -1.2950, 1.5327], [-0.8067, 0.4801, -1.9508], [-1.8404, -0.7381, -2.7442], [-0.1505, -1.1275, -2.3405]],
  "homo_energy_ev": -8.944,
  "e_lumo_ev": 0.762
}



*B*
{
  "formula": "C9H11FO",
  "method": "ωB97M-V with the def2-TZVPD basis set",
  "symbols": ["C", "C", "C", "C", "C", "C", "C", "C", "C", "O", "F", "H", "H", "H", "H", "H", "H", "H", "H", "H", "H", "H"],
  "positions_angstrom": [[-0.4468, -1.6807, 2.3929], [-0.5014, -2.4339, 1.2358], [-0.6050, -0.3066, 2.3229], [-0.6334, -1.7925, 0.0299], [-0.5762, 0.3531, 1.1624], [-0.7763, -0.4353, 0.0385], [1.5794, 1.9151, -1.3358], [-0.8522, 0.3608, -1.2124], [1.2178, 0.4951, -1.6529], [-1.3933, 1.6642, -1.0727], [1.1772, 0.1610, -2.9917], [-0.4057, -2.1615, 3.3210], [-0.3394, -3.4522, 1.3616], [-0.4160, 0.1874, 3.2610], [-0.8343, -2.3815, -0.7950], [-0.4684, 1.4351, 1.1364], [0.7288, 2.4843, -1.6597], [2.6673, 2.0783, -1.6814], [1.5050, 2.1101, -0.3109], [-0.9829, -0.1539, -2.1710], [1.6476, -0.3580, -1.2439], [-1.2917, 1.9117, -0.1349]],
  "homo_energy_ev": -7.843,
  "e_lumo_ev": 0.774
}



Going by the energies, *A* is most stable and the next is 230.1 kJ/mol up.